Record 1
DFT (ωB97M-V with the def2-TZVPD basis set) results for C28H56O4 in the gas phase.

Results
- multiplicity = 1
- SMILES = CCCCCCCCCCCCCCCCCCCOCCOCCCCC(=O)OCC
- HOMO level (eV) = -9.488

```
88
Properties=species:S:1:pos:R:3:mulliken_charge:R:1
C 0.51 -0.12 -1.98 -0.26
C -0.83 0.15 4.01 -1.01
H -1.81 -5.03 0.71 0.52
C -0.55 -3.44 0.06 1.25
H 0.66 2.50 -1.85 -0.22
H -2.63 -4.41 -4.33 0.37
H 0.03 0.52 0.01 -1.17
H -2.87 0.86 4.27 0.32
H 0.84 -1.12 -1.74 0.62
H -1.87 0.18 -4.38 0.29
H 2.17 6.07 -1.14 0.49
C -0.07 3.55 -0.10 0.36
C 0.83 4.82 -0.09 -1.08
O -1.29 -1.79 -4.38 -0.42
H 2.33 2.04 -0.10 -0.56
C 0.09 0.53 2.85 1.48
H 0.14 1.01 -3.78 0.33
H 2.15 0.41 1.43 -0.08
H -4.42 -3.15 -1.83 0.44
H 0.27 2.80 0.61 -0.87
H -4.06 -3.53 -3.90 0.36
H 3.06 -3.81 0.89 0.39
C -3.38 -2.96 -1.57 -0.40
C -2.32 0.18 3.62 -0.26
H -3.33 -1.52 -4.64 0.34
O 0.63 -2.56 1.95 -0.20
H 2.79 3.26 -2.04 0.30
H 3.37 0.27 2.72 0.75
H -1.88 1.89 -0.44 0.56
H 3.89 -2.30 1.32 0.42
H 4.78 3.73 -0.32 0.49
H -1.87 1.57 -2.15 0.48
H 2.48 -2.25 0.28 0.14
H 2.18 -3.36 3.08 0.40
O 0.35 -4.84 1.84 -0.66
C -1.22 1.66 -1.28 -1.23
H 4.23 2.33 2.23 0.35
H -0.40 1.30 2.27 0.03
C -2.97 -3.49 -3.86 -0.65
H 1.39 4.83 0.85 0.32
C -0.50 0.37 -0.93 1.91
C 2.58 0.89 2.30 -0.03
H -2.54 -2.61 -5.77 0.44
C 1.45 1.04 3.35 -1.46
H 1.20 5.11 -2.20 0.28
C 0.17 -3.71 1.35 -0.36
H -2.43 0.55 2.61 0.14
H 2.65 3.08 2.23 0.47
H -2.34 -1.97 3.32 0.19
H -1.06 3.85 0.23 0.64
C 3.70 3.74 -0.15 -1.20
C -3.08 -3.61 -0.20 -0.74
H -0.69 0.85 4.83 0.39
H -3.91 -1.21 3.12 0.37
H -0.91 -2.42 0.10 -0.89
H -0.76 3.56 -2.13 0.42
C 0.04 -0.01 -3.43 -1.33
C -0.27 2.87 -1.45 -0.05
C 3.00 4.15 -1.45 -0.75
C -1.77 -4.37 -0.15 -0.92
C -1.36 -0.53 -3.72 -0.02
H 4.02 1.63 -0.05 0.58
H -0.57 -0.83 4.39 0.37
H -1.98 -0.62 -2.83 -0.02
O -2.49 -3.43 -2.55 -0.15
H -1.63 -5.01 -1.01 0.40
H -3.26 -1.44 4.73 0.35
C 2.93 -2.76 1.13 -1.14
H -1.23 -0.42 -0.76 -0.50
H 2.20 -1.64 2.80 0.12
H 1.40 0.50 -1.88 0.01
C -2.99 -1.19 3.70 -1.21
H 3.54 4.48 0.63 0.49
C 2.01 -2.60 2.33 -0.17
H -3.27 -1.88 -1.47 0.11
C -2.56 -2.29 -4.73 -0.69
H 0.72 -0.59 -4.05 0.64
H 0.14 -3.51 -0.77 0.63
C 3.21 2.22 1.85 -1.39
H -3.90 -4.27 0.04 0.48
H 0.15 5.66 -0.03 0.44
C 3.29 2.34 0.33 0.47
H 1.73 0.49 4.24 0.30
C 1.76 5.06 -1.27 -0.90
H -3.07 -2.82 0.55 0.20
H 3.71 4.73 -2.04 0.45
H 1.37 2.09 3.63 0.56
H 0.25 -0.32 2.20 -0.61
```

Record 2
DFT (ωB97M-V with the def2-TZVPD basis set) results for a molecular structure, C28H57Br2N5O3S3.

Results
- multiplicity = 1
- HOMO level (eV) = -8.340

```
98
Properties=species:S:1:pos:R:3:mulliken_charge:R:1
H -1.38 12.46 15.27 0.39
C -9.36 12.60 15.22 0.15
H 0.29 16.48 20.10 0.32
H -8.83 16.35 25.71 0.28
H -7.05 15.93 18.90 -1.37
C -8.66 11.87 21.35 -0.35
C -11.76 16.65 20.25 -0.66
C -7.15 11.93 21.60 0.39
H -11.46 16.61 21.30 0.32
Br 0.25 10.42 18.33 -0.13
H -9.14 10.95 21.67 0.42
C -1.50 11.78 20.00 -0.50
H -7.57 14.21 25.06 0.11
H -10.62 15.05 17.39 0.20
C -2.13 15.58 18.82 0.04
C -10.39 13.69 15.63 -0.73
N -10.19 13.71 22.40 -0.47
O -2.42 16.40 21.31 -0.68
C -5.60 16.68 21.83 -0.07
H -7.03 15.51 16.71 -0.14
H -6.83 10.87 23.45 0.35
C -5.03 15.40 19.69 -0.45
H -4.41 15.59 18.81 -0.17
C -7.25 17.18 15.57 -0.02
H -8.33 12.89 15.43 -0.21
H -13.75 15.76 21.70 0.34
H -8.69 16.22 16.63 -0.04
N -6.99 17.75 14.60 -0.57
C -5.01 12.57 16.27 -0.19
H -14.29 14.38 20.77 0.36
H -3.75 16.86 20.73 -0.18
C -2.29 12.07 15.72 -0.59
O -3.20 14.52 16.12 -0.57
H -5.50 18.10 17.33 0.57
H -6.21 13.52 26.01 0.41
N -9.55 16.86 18.88 -0.32
H -6.54 11.20 21.05 0.43
H -3.17 15.37 18.56 0.21
H -13.23 15.66 19.09 0.43
H -1.35 12.56 19.25 0.10
H -4.68 14.48 20.15 -0.25
H -5.75 18.41 19.04 0.23
H -2.16 11.98 16.80 -0.16
H -7.34 17.11 25.25 0.26
H -11.41 13.40 15.38 0.46
C -13.40 14.91 21.11 -1.32
H -12.36 17.55 20.10 0.33
H -12.78 14.27 21.74 0.29
H -5.17 17.48 20.03 -0.95
H -7.05 14.86 20.26 0.39
H -1.60 9.65 19.89 0.44
H -2.33 10.44 18.54 0.34
C -10.53 16.76 19.48 0.08
N -9.42 12.33 12.63 -0.44
C -9.48 12.93 21.96 0.26
H -1.74 14.72 19.37 -0.06
H -7.49 16.46 18.91 0.09
H -4.78 11.59 16.67 0.49
S -2.09 16.98 19.95 0.45
C -1.47 10.48 19.20 -0.61
H -1.50 15.74 17.95 0.56
C -6.65 14.43 25.59 -0.79
C -9.41 12.46 13.77 0.09
H -5.76 12.44 15.49 0.25
H -0.70 11.91 20.72 0.43
C -12.57 15.38 19.91 -0.05
O -7.94 14.90 27.93 -0.64
C -6.49 15.11 19.35 -0.35
C -5.96 17.70 18.24 -1.05
H -6.65 14.29 18.65 0.30
H -0.17 18.12 20.77 0.36
C -7.38 17.15 18.07 0.70
H -8.15 17.87 18.31 0.63
C -6.71 11.88 23.07 -0.88
H -11.98 14.58 19.49 0.06
C -4.80 16.61 20.60 1.97
H -0.12 17.88 19.03 0.40
Br -3.21 12.17 20.84 -0.02
H -5.28 16.89 18.52 0.12
H -7.33 12.57 23.63 -0.03
H -9.12 14.06 17.35 -0.19
S -3.58 13.27 15.35 0.35
H -10.70 13.31 17.66 0.48
H -10.11 14.59 15.08 0.34
H -5.26 13.31 17.03 -0.44
C -0.31 17.38 19.98 -1.11
C -7.91 16.77 26.12 -0.80
H -6.85 12.89 21.18 -0.53
C -7.63 16.42 16.76 0.76
H -9.50 11.63 15.72 0.40
S -6.96 15.55 26.99 0.41
H -8.14 17.63 26.75 0.36
N -6.20 16.76 22.80 -0.58
H -5.90 14.85 24.93 0.36
H -8.74 11.99 20.26 0.16
H -5.72 12.32 23.12 0.32
H -2.47 11.10 15.26 0.43
C -10.18 14.10 17.10 -0.50
```

Asked for lowest unoccupied orbital energy across the records above, the calculation gives 0.0299 -0.0029 Ha in order.
Asked for largest force on an atom across the records above, the calculation gives 3.276 11.195 eV Å⁻¹ in order.
Asked for frontier orbital gap across the records above, the calculation gives 10.30 8.26 eV in order.